No. 1
Computed, not measured: a structure of composition C24H19Cl5CrN3O4, with ωB97M-V/def2-TZVPD.

As for the net charge: 0. The multiplicity is 2. For the largest force on an atom, the calculation gives 2.9 eV/A. Its expectation value of S² is 0.767. The energy relative to the best compared isomer or geometry (same formula, charge and spin) is 5.69 kcal per mole. The gap between HOMO and LUMO (alpha / beta) comes out at 7.1844 / 7.1810 eV.

Each line ends with the Mulliken charge.
Positions of all 56 atoms, in Å:
Cr: 0.0428 -0.0581 -0.4988  -0.578
C: -0.9312 3.2834 1.8154  -1.834
C: -0.4081 2.3675 0.7571  0.853
N: -0.1305 1.1078 0.9868  1.644
N: -0.2978 0.5692 2.1716  -1.384
C: -0.1941 -0.7517 2.1081  0.653
O: -0.0125 -1.3388 0.9967  -0.504
C: -0.3024 -1.5071 3.3622  0.365
C: -0.6836 -0.8701 4.5425  -0.251
C: -0.8183 -1.6003 5.7066  -0.731
C: -0.5607 -2.9627 5.7129  -0.373
C: -0.1621 -3.5957 4.5457  -0.726
C: -0.0330 -2.8744 3.3737  -0.410
C: -0.2630 2.7440 -0.6154  0.747
C: -0.5111 4.0395 -1.0919  -1.057
C: -0.3903 4.3056 -2.4382  -0.459
C: -0.0108 3.2728 -3.2913  -1.069
C: 0.2162 2.0170 -2.7562  -0.133
N: 0.0902 1.7388 -1.4628  0.812
H: -0.9661 2.7499 2.7618  0.324
H: -1.9374 3.6079 1.5550  0.377
H: -0.3043 4.1681 1.9121  0.399
H: -0.8794 0.1894 4.5208  0.458
H: -1.1345 -1.1057 6.6122  0.404
H: -0.6746 -3.5272 6.6270  0.387
H: 0.0387 -4.6560 4.5491  0.406
H: 0.2753 -3.3506 2.4550  0.452
H: -0.8125 4.8058 -0.3973  0.481
H: -0.5923 5.2931 -2.8238  0.428
H: 0.0757 3.4355 -4.3529  0.444
H: 0.5006 1.1922 -3.3985  0.433
Cl: 2.5942 0.3512 1.6365  -0.205
C: 3.0596 0.0593 0.0103  1.120
C: 2.0711 -0.2949 -0.9138  -1.448
C: 2.5977 -0.6032 -2.1703  1.981
Cl: 1.5120 -1.1294 -3.3906  -0.305
C: 3.9396 -0.5166 -2.5258  -0.660
Cl: 4.4687 -0.8841 -4.1219  -0.195
C: 4.8612 -0.0819 -1.5783  0.738
Cl: 6.5130 0.1200 -1.9872  -0.193
C: 4.4115 0.1974 -0.2925  -0.647
Cl: 5.5211 0.7516 0.8957  -0.191
C: -2.2759 -0.9330 -3.6828  -1.629
C: -2.1903 -1.4481 -2.2475  1.828
C: -2.9438 -2.7555 -2.0316  -1.840
O: -0.8279 -1.6170 -1.8660  -0.473
C: -2.7946 -0.3386 -1.3122  0.124
O: -3.9717 -0.0658 -1.4260  -0.692
O: -1.9541 0.1855 -0.5306  -0.450
H: -1.8562 -1.6583 -4.3780  0.434
H: -1.7191 -0.0003 -3.7735  0.226
H: -3.3161 -0.7451 -3.9340  0.413
H: -2.6492 -3.4942 -2.7761  0.439
H: -4.0143 -2.5817 -2.0959  0.406
H: -2.7088 -3.1371 -1.0386  0.373
H: -0.4346 -2.3010 -2.4268  0.288

Forces on the atoms, in the same order (eV/Å):
-1.721 -2.299 -0.459
0.124 -0.152 -0.116
0.027 -0.793 1.159
-0.087 1.775 -1.089
-0.456 -0.608 1.952
-0.277 1.449 0.400
0.584 -0.322 -1.379
-0.011 -0.302 0.177
0.016 -0.038 -0.185
-0.013 0.042 0.077
-0.001 0.003 -0.041
0.000 -0.076 0.067
-0.042 0.213 -0.163
0.001 0.279 -0.863
0.076 -0.388 0.196
0.095 -0.316 -0.028
-0.111 0.016 0.294
0.118 0.023 -0.658
-0.003 0.431 0.512
0.027 0.073 -0.045
-0.110 0.030 -0.014
0.065 0.070 0.040
-0.046 0.092 0.024
-0.008 0.044 0.103
0.006 -0.055 0.048
0.042 -0.102 -0.003
-0.004 -0.061 -0.058
-0.011 0.074 0.081
-0.009 0.079 -0.021
0.085 -0.063 -0.092
-0.017 0.044 0.077
0.277 0.125 0.483
-0.074 -0.028 -0.132
0.680 0.317 -0.220
0.028 0.090 0.483
-0.212 -0.251 -0.981
0.210 0.133 0.092
0.030 -0.032 -0.022
-0.168 -0.010 0.002
0.108 -0.029 -0.045
0.040 -0.024 -0.098
0.136 -0.020 0.045
0.075 -0.114 0.293
-1.197 0.464 0.180
0.186 0.237 0.031
0.531 -0.014 0.265
-0.251 -1.424 -1.425
-0.094 0.066 0.083
1.307 1.269 1.087
0.023 -0.108 -0.131
0.006 0.059 -0.050
-0.050 -0.005 -0.039
0.010 -0.124 -0.081
-0.043 0.022 -0.072
-0.039 -0.053 0.031
0.145 0.293 0.227

=====

No. 2
Computed, not measured: a structure of composition C24H19CuN6S, with ωB97M-V/def2-TZVPD.

As for the net charge: 0. For the largest force on an atom, the calculation gives 0.5 eV/A. The energy relative to the best compared isomer or geometry (same formula, charge and spin) is 0.55 kcal per mole. The gap between HOMO and LUMO comes out at 6.8554 eV.

Each line ends with the Mulliken charge.
Positions of all 51 atoms, in Å:
Cu: -0.2588 0.3267 -0.0659  -0.458
C: -3.2368 -4.0439 0.4988  -0.452
C: -3.5486 -3.3100 -0.6355  -0.704
C: -2.6091 -2.4572 -1.2031  0.658
C: -1.3413 -2.3263 -0.6344  -1.487
C: -1.0278 -3.0811 0.4983  0.541
C: -1.9682 -3.9295 1.0584  -0.810
N: -0.4408 -1.3545 -1.1142  -0.049
C: 0.3145 -1.6319 -2.1700  1.465
C: 0.2689 -2.9264 -2.8009  -0.499
C: 1.0355 -3.2434 -3.8769  -0.653
C: 1.9248 -2.3021 -4.4544  -0.854
C: 1.9954 -1.0677 -3.8965  -0.418
C: 1.2309 -0.6768 -2.7578  -0.621
N: 1.4706 0.6079 -2.4041  -0.240
N: 0.9309 1.1664 -1.3963  0.363
C: 1.2962 2.5365 -1.2610  0.564
C: 2.3036 3.1488 -2.0067  -0.579
C: 2.5537 4.4872 -1.7785  -0.462
C: 1.8065 5.1762 -0.8302  -0.505
C: 0.8335 4.4722 -0.1416  -0.379
N: 0.5839 3.1834 -0.3478  -0.205
H: -3.9723 -4.7045 0.9388  0.402
H: -4.5308 -3.4004 -1.0828  0.367
H: -2.8493 -1.8728 -2.0827  0.455
H: -0.0440 -2.9688 0.9371  0.443
H: -1.7115 -4.5033 1.9401  0.397
H: -0.3973 -3.6665 -2.3805  0.426
H: 0.9603 -4.2390 -4.2980  0.382
H: 2.5265 -2.5606 -5.3140  0.360
H: 2.6522 -0.3065 -4.2986  0.420
H: 2.8583 2.5782 -2.7349  0.366
H: 3.3296 4.9957 -2.3371  0.393
H: 1.9779 6.2249 -0.6323  0.377
H: 0.2246 4.9585 0.6129  0.396
N: -3.0117 -0.4581 1.5515  -0.371
C: -2.0105 0.0917 2.2776  0.772
N: -0.8765 0.4967 1.7772  0.053
C: -0.0828 1.0762 2.7738  -0.127
C: 1.1890 1.6056 2.5825  -0.289
C: 1.8548 2.1408 3.6695  -0.819
C: 1.2738 2.1542 4.9385  -0.465
C: 0.0101 1.6280 5.1413  -0.503
C: -0.6534 1.0930 4.0464  0.771
S: -2.2300 0.3596 3.9859  -0.295
H: -2.7521 -0.8260 0.6438  0.069
H: -3.6886 -1.0184 2.0428  0.327
H: 1.6213 1.5982 1.5912  0.316
H: 2.8439 2.5582 3.5340  0.404
H: 1.8152 2.5781 5.7735  0.372
H: -0.4442 1.6328 6.1229  0.384

Forces on the atoms, in the same order (eV/Å):
-0.002 -0.124 -0.112
0.042 -0.037 0.067
-0.001 0.045 -0.074
-0.054 -0.058 0.043
-0.059 0.064 0.057
0.016 0.064 -0.052
-0.044 -0.029 0.005
0.246 0.009 -0.113
-0.084 -0.042 0.023
0.015 0.050 0.006
0.043 0.054 -0.029
-0.051 -0.080 0.018
0.035 0.154 0.035
-0.076 -0.182 0.001
-0.004 0.141 0.041
0.047 -0.109 -0.170
-0.019 0.096 0.020
0.012 0.004 -0.003
0.009 0.020 -0.002
0.004 -0.048 -0.018
0.077 0.057 -0.020
-0.082 -0.128 0.050
0.009 -0.007 0.010
0.003 0.015 -0.012
0.001 0.007 -0.007
0.000 -0.005 0.010
-0.005 -0.003 0.003
0.014 -0.019 -0.019
0.011 0.001 -0.009
-0.006 -0.017 -0.004
0.002 -0.013 -0.009
-0.003 -0.009 -0.002
0.002 -0.008 -0.003
-0.017 0.004 0.017
0.004 0.003 -0.001
0.033 -0.026 -0.008
-0.001 -0.039 -0.155
-0.140 0.146 0.426
0.034 0.014 -0.087
-0.051 -0.018 0.006
0.021 0.006 -0.008
-0.010 0.002 0.017
0.025 -0.005 -0.027
0.050 0.003 0.051
-0.072 0.003 0.039
0.006 0.016 0.001
0.001 0.020 -0.004
0.021 0.011 0.009
0.002 -0.001 -0.008
0.001 0.003 0.000
-0.006 0.000 0.002

=====

No. 3
Computed, not measured: a structure of composition C24H19MgN4O4, with ωB97M-V/def2-TZVPD.

As for the net charge: -1. For the largest force on an atom, the calculation gives 1.0 eV/A. The gap between HOMO and LUMO comes out at 6.9092 eV.

Each line ends with the Mulliken charge.
Positions of all 52 atoms, in Å:
Mg: -0.0213 0.0381 0.0378  0.628
C: 1.7084 3.6543 1.8612  -0.494
O: 1.9749 2.9782 3.0880  -0.524
C: 2.3101 1.6454 3.1136  0.145
C: 3.0251 1.2522 4.2248  -0.566
C: 3.4302 -0.0729 4.4071  -0.613
C: 3.1079 -0.9995 3.4408  -0.810
C: 2.3591 -0.6397 2.3134  0.619
C: 2.0846 -1.6790 1.3196  -0.459
N: 1.2362 -1.5381 0.3802  0.728
N: 1.1365 -2.5464 -0.5794  -0.852
C: 0.4869 -2.0646 -1.6207  0.540
O: 0.0469 -0.8655 -1.7568  -0.899
C: 0.2866 -3.0248 -2.7566  0.310
C: -0.1190 -2.5312 -3.9918  -0.367
C: -0.2965 -3.3893 -5.0711  -0.580
C: -0.0784 -4.7518 -4.9195  -0.335
C: 0.3166 -5.2505 -3.6828  -0.596
C: 0.5002 -4.3931 -2.6081  -0.273
C: 1.9103 0.7037 2.1196  0.807
O: 1.1913 1.0671 1.1005  -0.665
H: 1.7012 4.7142 2.1181  0.297
H: 2.4910 3.4675 1.1242  0.267
H: 0.7566 3.3688 1.4270  0.048
H: 3.2709 2.0143 4.9570  0.392
H: 3.9893 -0.3567 5.2896  0.350
H: 3.4233 -2.0335 3.5428  0.335
H: 2.6620 -2.6042 1.3696  0.292
H: -0.2969 -1.4669 -4.0812  0.418
H: -0.6086 -2.9945 -6.0304  0.366
H: -0.2177 -5.4234 -5.7585  0.360
H: 0.4809 -6.3137 -3.5578  0.357
H: 0.8127 -4.7619 -1.6399  0.427
O: -1.6487 -0.3001 0.9382  -0.511
C: -2.7843 0.2919 1.0578  0.287
C: -3.7862 -0.2492 1.9068  -0.567
C: -5.0170 0.3428 2.0623  -0.464
C: -5.3381 1.5236 1.3805  -0.794
C: -4.3855 2.0756 0.5524  -0.798
C: -3.1238 1.4999 0.3725  0.765
C: -2.1579 2.1386 -0.5221  0.207
N: -0.9330 1.7305 -0.8064  0.340
C: -0.3966 2.6410 -1.6942  -0.816
C: -1.3018 3.6158 -1.9541  -0.668
N: -2.4140 3.2869 -1.2056  -0.059
H: -3.5314 -1.1612 2.4323  0.443
H: -5.7483 -0.1109 2.7222  0.375
H: -6.3058 1.9931 1.4989  0.367
H: -4.6400 2.9916 0.0271  0.188
H: 0.6028 2.5223 -2.0791  0.466
H: -1.2681 4.4883 -2.5816  0.438
H: -3.2717 3.8037 -1.1748  0.149

Forces on the atoms, in the same order (eV/Å):
-0.031 0.309 -0.493
0.148 -0.093 0.122
-0.259 0.127 -0.078
0.112 0.030 -0.067
0.094 -0.068 0.034
-0.053 0.042 -0.024
0.009 0.001 -0.009
-0.088 -0.058 -0.134
0.066 0.131 0.124
0.175 -0.502 -0.190
-0.049 0.184 0.062
0.118 0.040 0.100
0.127 -0.561 -0.120
0.001 0.111 -0.016
-0.049 -0.031 -0.051
0.017 0.016 0.083
0.005 0.031 0.031
-0.006 0.039 0.011
0.027 -0.019 -0.001
-0.061 -0.133 -0.227
0.479 0.349 0.655
0.031 -0.001 0.023
0.044 -0.040 -0.013
-0.084 -0.063 -0.001
-0.014 -0.023 -0.036
0.006 0.005 -0.015
-0.008 0.027 0.003
0.042 -0.030 0.029
0.012 -0.028 0.001
-0.002 0.009 -0.002
-0.003 0.004 0.009
0.005 -0.014 0.008
-0.004 0.004 -0.036
-0.881 -0.055 0.404
0.230 -0.011 -0.103
-0.110 0.003 0.040
0.043 0.027 -0.034
0.007 -0.077 0.047
0.003 0.028 -0.012
0.093 0.026 -0.069
0.027 -0.100 0.051
-0.061 0.493 -0.272
-0.071 -0.133 0.135
-0.039 -0.058 0.057
-0.015 0.113 -0.081
-0.003 0.003 -0.005
0.008 -0.005 0.001
0.009 -0.011 0.004
-0.009 -0.017 0.020
-0.037 -0.004 0.018
0.000 -0.008 0.006
0.000 -0.012 0.014